This record from the OMol25 dataset describes a single C3H5N5 molecule in a non-equilibrium geometry. The level of theory is ωB97M-V with the def2-TZVPD basis set.

Values from the calculation:
* energy relative to the best compared isomer or geometry (same formula, charge and spin): 414.8 kJ/mol
* frontier orbital gap: 0.34509 Ha
* HOMO level: -0.32606 hartree

Last column: Löwdin charge in e.
Element x y z (Å)
C  -1.338  -0.838  0.140  -0.24
C  2.120  1.296  -0.459  0.01
C  1.195  0.477  0.113  -0.19
N  -2.424  -0.325  -0.423  0.03
N  -2.146  0.962  -0.789  -0.09
N  -0.965  1.357  -0.670  -0.02
N  -0.224  0.462  -0.024  -0.06
N  -0.909  -1.926  0.797  0.15
H  3.153  1.304  -0.153  0.04
H  1.584  2.195  -0.953  0.09
H  1.341  -0.342  0.884  0.11
H  -1.484  -2.707  0.738  0.09
H  0.097  -1.916  0.798  0.09